(1)
{"formula": "C8H36AgBN16O8", "method": "ωB97M-V/def2-TZVPD", "species": ["Ag", "O", "O", "O", "O", "O", "O", "O", "O", "N", "N", "N", "N", "N", "N", "N", "N", "N", "N", "N", "N", "N", "N", "N", "N", "C", "C", "C", "C", "C", "C", "C", "C", "B", "H", "H", "H", "H", "H", "H", "H", "H", "H", "H", "H", "H", "H", "H", "H", "H", "H", "H", "H", "H", "H", "H", "H", "H", "H", "H", "H", "H", "H", "H", "H", "H", "H", "H", "H", "H"], "coordinates": [[-10.84, 9.30, 10.47], [-15.18, 10.30, 8.85], [-12.92, 9.28, 14.76], [-17.14, 5.59, 13.72], [-4.96, 6.39, 6.40], [-8.54, -1.08, 7.49], [-9.62, 6.66, 2.78], [-7.45, 8.50, 13.43], [-8.20, 1.71, 13.15], [-15.34, 4.29, 13.51], [-9.11, -0.23, 13.58], [-12.39, 10.57, 16.52], [-16.23, 5.06, 11.76], [-6.66, 9.24, 15.26], [-11.43, 5.56, 3.56], [-10.01, -2.52, 6.58], [-14.02, 9.23, 16.62], [-10.22, 1.28, 12.72], [-3.85, 4.57, 5.65], [-17.09, 11.60, 8.80], [-4.94, 4.50, 7.52], [-10.98, 5.47, 1.43], [-6.77, 7.17, 15.19], [-16.61, 10.38, 7.11], [-10.52, -0.42, 7.02], [-6.92, 8.26, 14.46], [-9.13, 0.98, 13.17], [-9.64, -1.36, 7.08], [-13.04, 9.60, 15.93], [-10.65, 5.98, 2.61], [-16.19, 10.73, 8.31], [-16.29, 5.07, 13.03], [-4.56, 5.24, 6.52], [-11.63, 5.68, 9.41], [-17.03, 11.76, 9.80], [-12.25, 10.66, 17.52], [-12.15, 5.80, 10.35], [-17.93, 11.68, 8.25], [-14.79, 3.72, 12.88], [-6.05, 9.04, 16.04], [-10.99, -2.60, 6.31], [-3.79, 4.85, 4.68], [-15.55, 4.55, 11.21], [-16.04, 9.60, 6.80], [-14.00, 9.41, 17.62], [-6.46, 7.27, 16.14], [-9.95, -0.78, 13.58], [-17.48, 10.80, 6.84], [-16.95, 5.55, 11.25], [-11.08, 5.70, 4.50], [-6.74, 10.21, 14.97], [-10.52, 5.69, 0.56], [-10.08, 2.23, 12.40], [-5.68, 4.95, 8.04], [-11.85, 4.96, 1.47], [-3.31, 3.77, 5.93], [-12.43, 5.47, 3.47], [-14.65, 8.66, 16.07], [-11.77, 4.65, 9.14], [-10.98, 0.69, 12.42], [-11.91, 11.24, 15.95], [-12.07, 6.18, 8.57], [-10.13, 0.48, 7.27], [-6.68, 6.33, 14.63], [-15.13, 4.23, 14.49], [-9.46, -3.31, 6.88], [-8.23, -0.63, 13.88], [-4.87, 3.50, 7.39], [-11.52, -0.49, 7.02], [-10.58, 5.92, 9.50]], "e_tot_ev": -53765.0728, "gap_ev": [4.778, 3.047], "de_lowest_ev": 8.665, "spin_multiplicity": 2, "total_charge": 1, "s2": 0.753}



(2)
{"formula": "C10H12AuBrNP", "method": "ωB97M-V/def2-TZVPD", "species": ["Au", "Br", "P", "N", "C", "C", "C", "C", "C", "C", "C", "C", "C", "C", "H", "H", "H", "H", "H", "H", "H", "H", "H", "H", "H", "H"], "coordinates": [[-0.03, 0.53, -1.82], [2.84, 4.60, 0.36], [0.71, 0.80, -3.94], [0.36, 1.32, 0.08], [1.23, 2.86, 2.18], [-2.16, -2.20, 1.24], [0.38, 1.77, 2.40], [-1.05, -3.12, -0.62], [-0.10, 1.02, 1.31], [1.69, 3.14, 0.90], [-1.11, -3.02, 1.67], [1.33, 2.26, -0.12], [-0.52, -3.72, 0.56], [-2.10, -2.19, -0.20], [-2.82, -1.64, 1.87], [-0.25, 1.46, -4.77], [1.58, 3.53, 2.98], [1.27, -0.42, -4.53], [-0.78, 0.16, 1.37], [1.72, 2.37, -1.12], [-0.92, -3.23, 2.72], [-0.75, -3.33, -1.65], [1.87, 1.66, -3.98], [0.24, -4.51, 0.59], [-2.69, -1.57, -0.88], [0.04, 1.47, 3.39]], "e_tot_ev": -95072.7346, "gap_ev": [4.049, 6.432], "spin_multiplicity": 3, "total_charge": 0, "s2": 2.036}



(3)
{"formula": "C2H16NO4S", "method": "ωB97M-V/def2-TZVPD", "species": ["S", "O", "O", "O", "O", "N", "C", "C", "H", "H", "H", "H", "H", "H", "H", "H", "H", "H", "H", "H", "H", "H", "H", "H"], "coordinates": [[0.78, -2.52, -1.83], [-3.09, -1.41, 0.79], [-0.43, 1.98, 1.89], [1.98, -0.28, 2.03], [2.14, 2.66, -0.82], [0.56, 0.47, -0.99], [-0.61, -1.75, -1.09], [-0.81, -0.15, -1.04], [-0.35, 2.64, 2.68], [-3.39, -1.81, 1.58], [-1.54, -2.02, -1.67], [0.99, -0.36, -0.46], [2.69, 3.02, -0.09], [0.17, -3.44, -2.71], [1.66, 3.42, -1.19], [-3.61, -1.80, 0.10], [-1.32, 0.11, -1.97], [-1.22, 0.09, -0.01], [-0.71, 1.21, 2.51], [0.88, 0.87, -1.88], [2.62, 0.50, 1.99], [0.66, 1.35, -0.42], [2.58, -0.79, 2.57], [-0.64, -2.00, 0.03]], "e_tot_ev": -22844.0575, "gap_ev": [3.104, 9.258], "de_lowest_ev": 1.813, "spin_multiplicity": 2, "total_charge": 0, "s2": 0.751}



(4)
{"formula": "C4H7N2O", "method": "ωB97M-V/def2-TZVPD", "species": ["O", "N", "N", "C", "C", "C", "C", "H", "H", "H", "H", "H", "H", "H"], "coordinates": [[-0.53, -1.16, -1.68], [2.17, 0.03, -2.12], [1.72, -0.08, -1.12], [0.82, 1.04, 0.69], [-0.53, -0.70, -0.61], [-1.72, -0.53, 0.27], [0.90, -0.28, -0.03], [-2.16, -1.36, 0.78], [-0.24, 1.46, 0.52], [-2.50, -0.20, -0.49], [1.29, -1.09, 0.61], [1.40, 1.81, 0.43], [0.96, 0.84, 1.73], [-1.60, 0.22, 1.01]], "e_tot_ev": -9279.6260, "smiles": "CC(=O)[C@H](C)[N+]#N", "gap_ev": 9.725, "de_lowest_ev": 3.164, "total_charge": 1}



(5)
{"formula": "C22H31NO18", "method": "ωB97M-V/def2-TZVPD", "species": ["O", "O", "O", "O", "O", "O", "O", "O", "O", "O", "O", "O", "O", "O", "O", "O", "O", "O", "N", "C", "C", "C", "C", "C", "C", "C", "C", "C", "C", "C", "C", "C", "C", "C", "C", "C", "C", "C", "C", "C", "C", "H", "H", "H", "H", "H", "H", "H", "H", "H", "H", "H", "H", "H", "H", "H", "H", "H", "H", "H", "H", "H", "H", "H", "H", "H", "H", "H", "H", "H", "H", "H"], "coordinates": [[3.96, 1.20, -4.91], [-0.43, -1.33, -1.41], [-3.38, 0.21, -4.13], [5.59, 2.55, -5.88], [3.08, -3.96, -3.44], [4.67, -2.93, 0.20], [4.67, -5.51, -4.05], [4.42, -3.37, -5.11], [-0.04, 2.49, 5.93], [1.84, 3.52, 5.17], [0.02, -0.01, 0.20], [4.83, 2.87, -3.85], [1.66, -0.39, -1.22], [0.70, 1.99, 3.91], [-2.47, 1.32, -2.49], [-1.06, 0.54, -4.16], [5.43, -4.97, -0.24], [3.24, -4.55, 0.30], [-3.48, 1.85, 2.55], [-1.01, 1.61, 5.36], [-1.28, -0.47, 0.48], [3.46, -2.38, 0.83], [-3.83, 1.52, -2.36], [3.35, 1.16, -3.65], [4.85, 2.26, -4.98], [3.97, 2.28, -2.90], [0.49, -0.53, -0.86], [-0.19, 0.95, 4.24], [-5.51, 1.41, 4.22], [0.97, 2.70, 5.03], [-5.00, 2.82, 6.25], [-4.37, 1.68, 3.32], [-6.00, 2.52, 5.10], [3.54, -2.28, -4.94], [4.50, -4.21, 0.07], [4.12, -4.41, -4.17], [-2.20, 0.67, -3.66], [-1.61, -1.32, -0.66], [-4.44, 0.49, -3.25], [2.90, -2.60, -3.62], [2.48, -3.47, 0.71], [-1.95, 2.06, 5.03], [-0.77, 0.65, 3.37], [3.54, 0.18, -3.23], [-1.21, 0.88, 6.14], [-2.50, -0.98, -1.20], [-5.29, 0.90, -3.80], [-4.04, 3.11, 5.81], [-1.45, -1.02, 1.41], [1.67, -3.22, 0.02], [-1.98, 0.36, 0.47], [3.25, 3.00, -2.50], [-4.07, 2.54, -2.65], [0.33, 0.06, 4.60], [-4.69, -0.37, -2.63], [-4.32, 1.35, -1.40], [-5.19, 0.58, 4.84], [-6.10, 3.43, 4.50], [2.27, 1.16, -3.78], [-1.92, -2.30, -0.31], [4.53, 1.93, -2.03], [4.00, -1.29, -4.91], [-6.31, 1.03, 3.60], [-7.00, 2.37, 5.50], [-4.74, 1.94, 6.84], [2.81, -2.27, -5.74], [-5.36, 3.59, 6.92], [1.83, -2.41, -3.72], [3.32, -2.05, -2.78], [3.76, -2.05, 1.82], [1.97, -3.61, 1.66], [3.21, -1.50, 0.23]], "e_tot_ev": -61659.4030, "smiles": "O=C1OCCO1.O=C1OCCO1.O=C1OCCO1.O=C1OCCO1.O=C1OCCO1.O=C1OCCO1.CCCC#N", "gap_ev": 9.722, "total_charge": 0}



(6)
{"formula": "C3H5O2S", "method": "ωB97M-V/def2-TZVPD", "species": ["S", "O", "O", "C", "C", "C", "H", "H", "H", "H", "H"], "coordinates": [[0.40, 2.87, 1.79], [0.52, -1.96, -1.20], [-1.68, -2.11, -0.75], [-0.58, -0.17, 0.00], [-0.56, -1.57, -0.73], [0.78, 0.46, 0.00], [1.54, 0.03, 0.63], [-1.35, 0.45, -0.44], [0.67, 1.45, 0.59], [1.17, 0.90, -0.91], [-0.91, -0.36, 1.02]], "e_tot_ev": -18120.7664, "gap_ev": 5.168, "de_lowest_ev": 3.261, "total_charge": -1}



(7)
{"formula": "C4H7NS2", "method": "ωB97M-V/def2-TZVPD", "species": ["S", "S", "N", "C", "C", "C", "C", "H", "H", "H", "H", "H", "H", "H"], "coordinates": [[-2.77, 0.52, -1.11], [2.22, 0.54, -0.67], [-1.41, 0.92, -0.13], [1.76, 1.29, 0.74], [-2.18, -0.99, -0.44], [1.91, -1.07, -0.68], [-1.31, -0.40, 0.37], [1.87, 2.42, 0.96], [-2.38, -2.04, -0.64], [-1.69, 1.76, 0.56], [2.11, -1.62, -1.57], [1.19, -1.47, -0.03], [-0.44, -0.58, 1.10], [1.12, 0.72, 1.53]], "e_tot_ev": -27416.6707, "gap_ev": 7.934, "de_lowest_ev": 5.175, "total_charge": 0}



Copy entry 2 word for word.
{"formula": "C10H12AuBrNP", "method": "ωB97M-V/def2-TZVPD", "species": ["Au", "Br", "P", "N", "C", "C", "C", "C", "C", "C", "C", "C", "C", "C", "H", "H", "H", "H", "H", "H", "H", "H", "H", "H", "H", "H"], "coordinates": [[-0.03, 0.53, -1.82], [2.84, 4.60, 0.36], [0.71, 0.80, -3.94], [0.36, 1.32, 0.08], [1.23, 2.86, 2.18], [-2.16, -2.20, 1.24], [0.38, 1.77, 2.40], [-1.05, -3.12, -0.62], [-0.10, 1.02, 1.31], [1.69, 3.14, 0.90], [-1.11, -3.02, 1.67], [1.33, 2.26, -0.12], [-0.52, -3.72, 0.56], [-2.10, -2.19, -0.20], [-2.82, -1.64, 1.87], [-0.25, 1.46, -4.77], [1.58, 3.53, 2.98], [1.27, -0.42, -4.53], [-0.78, 0.16, 1.37], [1.72, 2.37, -1.12], [-0.92, -3.23, 2.72], [-0.75, -3.33, -1.65], [1.87, 1.66, -3.98], [0.24, -4.51, 0.59], [-2.69, -1.57, -0.88], [0.04, 1.47, 3.39]], "e_tot_ev": -95072.7346, "gap_ev": [4.049, 6.432], "spin_multiplicity": 3, "total_charge": 0, "s2": 2.036}